# 1
Here is C3H3NO2S in the gas phase from the OMol25 dataset. Energies are from ωB97M-V with the def2-TZVPD basis set.

Geometry as XYZ:
```
10
Properties=species:S:1:pos:R:3:mulliken_charge:R:1
O 2.37 -0.38 -0.08 -0.587
C 1.16 -0.12 -0.04 0.376
C -0.19 -0.93 0.02 -0.198
C -1.24 0.10 -0.03 0.166
S -2.87 -0.03 -0.02 -0.267
O -0.69 1.35 -0.09 -0.230
N 0.72 1.19 0.17 -0.082
H -0.25 -1.75 -0.73 0.310
H -0.32 -1.42 1.05 0.218
H 1.31 1.99 -0.25 0.295
```

The SMILES is O=C1CC(=S)ON1. The calculation puts the HOMO-LUMO gap at 9.118 eV.

***

# 2
Here is C3H3NO2S in the gas phase from the OMol25 dataset. Energies are from ωB97M-V with the def2-TZVPD basis set.

Geometry as XYZ:
```
10
Properties=species:S:1:pos:R:3:mulliken_charge:R:1
O -1.89 0.56 -0.67 -0.438
C -0.77 0.86 -1.01 0.063
C 0.38 0.79 -0.07 -0.095
O -0.07 0.58 1.27 -0.186
N -0.16 -0.74 1.61 -0.258
C 0.38 -1.48 0.73 -0.117
S 1.35 -0.76 -0.54 -0.116
H -0.51 1.09 -2.09 0.324
H 1.06 1.64 -0.12 0.399
H 0.23 -2.54 0.88 0.423
```

The SMILES is O=C[C@H]1ON=CS1. The calculation puts the HOMO-LUMO gap at 9.291 eV.

***

# 3
Here is C3H3NO2S2 in the gas phase from the OMol25 dataset. Energies are from ωB97M-V with the def2-TZVPD basis set.

Geometry as XYZ:
```
11
Properties=species:S:1:pos:R:3:mulliken_charge:R:1
C 1.05 -0.48 1.74 0.109
C -0.25 -1.25 -0.15 0.283
C -0.40 0.17 -0.63 0.376
N 0.84 0.72 1.71 -0.575
O -0.79 -2.14 -0.74 -0.472
O 0.49 -1.49 0.93 -0.343
S 0.86 0.82 -1.61 -0.009
S -2.02 0.77 -0.57 -0.050
H 1.71 -1.00 2.45 0.393
H 0.35 2.05 -1.74 0.142
H -1.85 1.81 -1.40 0.145
```

The calculation puts the HOMO-LUMO gap (alpha / beta) at 6.086 / 6.085 eV.

***

# 4
Here is C3H3NO2S2 in the gas phase from the OMol25 dataset. Energies are from ωB97M-V with the def2-TZVPD basis set.

Geometry as XYZ:
```
11
Properties=species:S:1:pos:R:3:mulliken_charge:R:1
S 0.17 1.19 -2.66 -0.283
C -0.28 0.61 -1.28 0.273
C -1.65 0.47 -0.93 -0.174
O -1.63 -0.59 0.15 -0.330
C -0.35 -0.35 0.68 0.660
N -0.07 -0.70 1.84 -0.405
S 1.52 -0.97 2.40 -0.143
O 0.41 0.09 -0.24 -0.305
H -2.16 1.59 -0.88 0.259
H -2.01 0.05 -1.90 0.274
H 1.08 -0.72 3.86 0.174
```

The SMILES is S=C1CO/C(=N/S)O1. The calculation puts the HOMO-LUMO gap at 8.342 eV.

***

# 5
Here is C3H3NO2S2 in the gas phase from the OMol25 dataset. Energies are from ωB97M-V with the def2-TZVPD basis set.

Geometry as XYZ:
```
11
Properties=species:S:1:pos:R:3:mulliken_charge:R:1
O -0.96 -1.91 -1.37 -0.572
C -0.60 -0.89 -0.76 0.618
O -1.55 0.03 -0.41 -0.192
N -0.91 1.22 0.10 -0.002
S -1.43 1.63 1.74 -0.070
C 0.50 0.92 0.02 -0.532
C 0.78 -0.27 -0.47 0.173
S 2.35 -1.03 -0.63 -0.220
H -0.95 0.69 2.51 0.146
H 0.99 1.75 0.44 0.493
H 1.80 -2.13 -1.17 0.158
```

The SMILES is O=c1on(S)cc1S. The calculation puts the HOMO-LUMO gap at 9.210 eV.

***

# 6
Here is C3H3NO2S2 in the gas phase from the OMol25 dataset. Energies are from ωB97M-V with the def2-TZVPD basis set.

Geometry as XYZ:
```
11
Properties=species:S:1:pos:R:3:mulliken_charge:R:1
O -0.99 2.22 0.08 -0.492
C -0.97 1.01 -0.03 0.569
C -2.44 0.24 -0.10 -0.220
S -2.88 -1.35 -0.03 -0.158
N 0.17 0.23 0.30 -0.225
O 1.38 1.10 0.00 -0.126
C 2.54 0.46 -0.25 0.011
S 2.90 -1.16 0.04 -0.296
H -3.13 1.26 -0.20 0.260
H 0.58 -0.79 -0.13 0.307
H 3.22 1.22 -0.40 0.371
```

The SMILES is O=C(C=S)NOC=S. The calculation puts the HOMO-LUMO gap at 8.012 eV.

***

# 7
Here is C3H3NO3 in the gas phase from the OMol25 dataset. Energies are from ωB97M-V with the def2-TZVPD basis set.

Geometry as XYZ:
```
10
Properties=species:S:1:pos:R:3:mulliken_charge:R:1
C -0.09 -0.82 1.32 -0.611
O 0.08 -1.19 -0.08 -0.301
C -0.42 -0.29 -0.91 0.650
O -1.54 0.01 -1.10 -0.390
O 0.64 0.30 -1.67 -0.309
C 0.79 1.56 -1.40 0.501
N 0.93 2.66 -1.09 -0.380
H 0.31 0.18 1.49 0.321
H -1.15 -0.85 1.57 0.300
H 0.46 -1.55 1.88 0.218
```

The SMILES is COC(=O)OC#N. The calculation puts the HOMO-LUMO gap at 11.941 eV.

***

# 8
Here is C3H3NO3 as an isolated structure from the OMol25 dataset. Energies are from ωB97M-V with the def2-TZVPD basis set.

Geometry as XYZ:
```
10
Properties=species:S:1:pos:R:3:mulliken_charge:R:1
N -1.13 0.95 -1.11 -0.369
C -0.27 0.33 -0.22 0.335
O 1.07 0.29 -0.45 -0.316
C 1.80 -0.49 0.39 0.169
O 1.37 -1.07 1.34 -0.450
C -1.19 -0.17 0.65 0.022
O -2.28 -0.02 -0.09 -0.336
H -0.92 0.68 -2.09 0.230
H 2.85 -0.48 0.05 0.353
H -1.22 -0.41 1.70 0.362
```

The calculation puts the HOMO-LUMO gap (alpha / beta) at 7.872 / 7.869 eV.

***

Computed energy relative to the best compared isomer or geometry (same formula, charge and spin), in the same sequence as the records: 68.4, 84.2, 86.0, 70.6, 54.0, 101.0, 53.8, 123.1 kcal per mole.